a) {
  "formula": "C4H13N3",
  "method": "ωB97M-V/def2-TZVPD",
  "symbols": ["C", "C", "N", "N", "H", "H", "H", "H", "H", "H", "H", "H", "C", "C", "N", "H", "H", "H", "H", "H"],
  "coordinates": [[-1.4785, -1.1460, 0.1202], [0.7079, -1.1560, 1.2009], [-0.1953, -0.4816, 0.2822], [-1.2709, 1.9111, 0.4986], [-2.2785, 1.8741, 0.3248], [-1.2141, 1.5971, 1.4684], [-1.3374, -2.1789, -0.2090], [-2.0722, -0.6417, -0.6380], [-2.0103, -1.1424, 1.0747], [1.4688, -0.4585, 1.5503], [1.1917, -2.0267, 0.7515], [0.1633, -1.4663, 2.0947], [1.6018, 1.0320, -0.6068], [0.3058, 0.2669, -0.8740], [0.2390, -0.5334, -1.9633], [1.0218, -0.3605, -2.5957], [-0.5774, 1.1988, -0.7940], [2.4483, 0.3600, -0.4583], [1.4659, 1.6948, 0.2460], [1.8203, 1.6570, -1.4731]],
  "lumo_ha": [-0.0612, -0.0612],
  "gap_ha": [0.233, 0.233],
  "charge": 0
}


b) {
  "formula": "C4H13N3",
  "method": "ωB97M-V/def2-TZVPD",
  "symbols": ["N", "C", "C", "N", "C", "C", "N", "H", "H", "H", "H", "H", "H", "H", "H", "H", "H", "H", "H", "H"],
  "coordinates": [[-2.5094, -0.8457, 1.3497], [-2.5054, -0.1732, 0.0647], [-1.2695, 0.5236, -0.3265], [-0.0677, -0.2878, -0.5541], [1.1750, 0.5600, -0.9184], [2.3929, -0.2675, -0.6940], [2.9290, 0.0758, 0.7042], [-3.3873, -0.7980, 1.8605], [-1.7419, -0.5278, 1.8364], [-2.4711, -1.0040, -0.6958], [-3.3899, 0.3646, -0.0250], [-1.0413, 1.5312, 0.1874], [-1.6178, 0.9314, -1.3319], [0.2573, -0.6965, 0.2881], [1.0304, 1.0178, -1.8793], [1.1212, 1.3644, -0.1360], [2.1206, -1.3544, -0.6881], [3.1993, -0.0122, -1.4559], [2.1715, 0.2674, 1.3982], [3.6042, -0.6691, 1.0158]],
  "lumo_ha": 0.0384,
  "gap_ha": 0.367,
  "charge": 0
}


c) {
  "formula": "C4H13N3",
  "method": "ωB97M-V/def2-TZVPD",
  "symbols": ["C", "C", "C", "N", "N", "C", "N", "H", "H", "H", "H", "H", "H", "H", "H", "H", "H", "H", "H", "H"],
  "coordinates": [[-0.0840, 0.7682, 1.5697], [-0.2688, 0.4715, 0.0784], [-1.7031, 0.0946, -0.2484], [-2.6309, 1.1426, 0.2517], [0.5937, -0.6193, -0.3467], [1.9748, -0.4165, -0.6300], [2.5588, -1.6380, -1.2445], [-0.5324, 1.7123, 1.8691], [-0.6110, -0.0095, 2.1397], [0.9478, 0.6470, 1.8903], [-0.0721, 1.3322, -0.5516], [-1.9888, -0.8827, 0.1355], [-1.8241, 0.0518, -1.3338], [-3.5047, 1.0930, -0.2575], [-2.8610, 0.9094, 1.2116], [0.4315, -1.4377, 0.2260], [2.5632, -0.1844, 0.2645], [2.1708, 0.4074, -1.3092], [1.7645, -2.1249, -1.6568], [3.0760, -1.3168, -2.0577]],
  "lumo_ha": 0.0381,
  "gap_ha": 0.356,
  "charge": 0
}


Energy relative to the most stable one, in kcal/mol: a) 119.1; b) 28.2; c) 0.0